Arrangement a

Below is the molecule C2H3NOS, with properties calculated with ωB97M-V/def2-TZVPD.

Last column: Mulliken charge in e.
Positions of all 8 atoms, in Å:
C1 -0.27920 -0.63856 0.04984  0.52
C2 0.99584 0.25221 -0.05281  -0.80
N1 -1.66721 -0.18611 0.41480  -0.12
O1 -0.16204 -1.81763 -0.17262  -0.45
S1 -2.52681 0.88346 -0.14161  0.00
H1 1.48377 -0.00655 -0.90211  0.29
H2 0.65643 1.33179 -0.04424  0.28
H3 1.49923 0.18139 0.84876  0.28

Values from the calculation:
HOMO (alpha / beta) (eV): -8.54 / -8.60
Orbital gap (alpha / beta) (Ha): 0.2639 / 0.2629
2S+1: 1
LUMO (alpha / beta) (eV): -1.36 / -1.45
Charge: 0
Molecular weight (g/mol): 89.12
SMILES: CC(=O)N=S

***

Arrangement b

Below is a cluster of 2 separate species, C2H3NOS in total, with properties calculated with ωB97M-V/def2-TZVPD.

Last column: Mulliken charge in e.
Positions of all 8 atoms, in Å:
C1 -1.50551 -0.96799 -0.10124  -0.37
C2 0.28094 0.48106 0.71321  -0.24
N1 -0.69463 -0.15721 0.43297  -0.08
O1 3.23085 1.22941 -0.54612  -0.36
S1 2.04846 0.69504 -1.25215  0.24
H1 -2.00624 -0.70040 -1.01556  0.24
H2 -1.75596 -1.88811 0.39337  0.24
H3 0.40208 1.30821 1.37552  0.32

Values from the calculation:
HOMO (alpha / beta) (eV): -7.99 / -7.59
Orbital gap (alpha / beta) (Ha): 0.2567 / 0.2468
2S+1: 1
LUMO (alpha / beta) (eV): -1.01 / -0.87
Charge: 0
Molecular weight (g/mol): 89.12

***

arrangement a is preferred energetically. Next in line: 52.6 kcal/mol higher.

***

Arrangement a

Below is a cluster of 10 separate species, C26H70F6O25PS9 in total, with properties calculated with ωB97M-V/def2-TZVPD.

Last column: Mulliken charge in e.
Positions of all 137 atoms, in Å:
P1 -0.00964 -0.21853 0.61218  1.56
F1 0.72199 -0.23099 -0.82479  -0.45
F2 -0.31365 -1.81141 0.43178  -0.55
F3 1.41827 -0.67310 1.26365  -0.08
F4 -0.86212 -0.20732 1.99090  -0.37
F5 0.30142 1.35353 0.83011  -0.39
F6 -1.41563 0.16957 -0.11208  -0.33
O1 5.15542 0.22361 -0.19667  -0.62
S1 5.54478 -0.96276 0.53196  1.28
O2 6.28693 -2.01348 -0.09633  -0.69
O3 6.38939 -0.41409 1.80416  -0.34
C1 6.95747 -1.41605 2.70263  -0.20
C2 8.46277 -1.30502 2.60377  -1.28
C3 4.09707 -1.60707 1.34619  -0.22
H1 6.55754 -2.38563 2.40984  0.36
H2 6.54719 -1.12528 3.67058  0.33
H3 8.83324 -0.29397 2.74257  0.32
H4 8.78089 -1.70733 1.64087  0.29
H5 8.93684 -1.96418 3.33730  0.38
H6 3.36856 -1.74010 0.55496  -0.26
H7 3.82399 -0.90177 2.12611  0.21
H8 4.34048 -2.51867 1.88997  0.40
O4 -4.62720 1.95991 0.50570  -0.43
S2 -5.21987 0.81905 1.13295  1.02
O5 -5.51770 0.85553 2.55096  -0.70
O6 -6.60962 0.40693 0.45037  -0.42
C4 -6.63002 0.47973 -1.00756  0.79
C5 -8.05047 0.76184 -1.46890  -1.58
C6 -4.14677 -0.64421 0.93391  -0.39
H9 -6.29933 -0.48746 -1.37965  0.02
H10 -5.89578 1.21812 -1.32358  -0.11
H11 -8.00216 0.89014 -2.55083  0.39
H12 -8.46669 1.57966 -0.88823  0.37
H13 -8.64453 -0.14523 -1.34637  0.37
H14 -4.81601 -1.47860 1.12643  0.66
H15 -3.38129 -0.42739 1.67132  0.17
H16 -3.80874 -0.69723 -0.09553  -0.36
O7 -4.76001 -2.41140 -1.66858  -0.64
S3 -3.89101 -1.85371 -2.67986  1.33
O8 -4.19380 -2.14080 -4.07024  -0.70
O9 -4.03733 -0.25688 -2.47887  -0.20
C7 -3.19086 0.63898 -3.21031  0.32
C8 -3.56030 2.09428 -2.99840  -1.48
C9 -2.20467 -2.17605 -2.15083  0.60
H17 -3.25553 0.50933 -4.29403  0.29
H18 -2.13439 0.44827 -3.01348  -0.03
H19 -4.42305 2.42110 -3.58527  0.48
H20 -2.79607 2.80845 -3.31878  0.49
H21 -3.77114 2.48037 -1.99848  0.10
H22 -2.13054 -1.91571 -1.10109  -0.52
H23 -1.52316 -1.63973 -2.80177  -0.57
H24 -2.10739 -3.25049 -2.29901  0.53
O10 2.05586 -0.81550 -6.33272  -0.62
S4 1.54417 -2.13217 -5.98124  1.25
O11 1.37367 -3.11099 -7.01913  -0.67
O12 2.51698 -2.76802 -4.85862  -0.44
C10 3.01515 -1.85220 -3.85584  -0.35
C11 2.59189 -2.33776 -2.49571  0.18
C12 -0.02365 -1.94970 -5.14841  -0.81
H25 2.68660 -0.82777 -4.03412  0.14
H26 4.09657 -1.83356 -4.00396  0.41
H27 3.08120 -1.83388 -1.66683  -0.27
H28 2.75101 -3.41830 -2.46306  0.39
H29 1.50715 -2.26685 -2.40394  -0.28
H30 -0.23420 -2.91932 -4.70437  0.33
H31 -0.73641 -1.72584 -5.94306  0.55
H32 -0.04405 -1.07189 -4.50679  0.05
O13 0.16643 -6.56960 -0.71342  -0.67
S5 0.13246 -5.12503 -0.82408  1.03
O14 0.41293 -4.48639 -2.07715  -0.41
O15 -1.29234 -4.61757 -0.23592  -0.26
C13 -1.82678 -5.28202 0.91253  -0.44
C14 -2.27542 -4.24475 1.92909  -0.76
C15 1.32912 -4.50236 0.39663  -0.72
H33 -1.15009 -6.03141 1.32239  0.48
H34 -2.70128 -5.82567 0.54509  0.27
H35 -2.95940 -3.51258 1.49396  0.06
H36 -1.43383 -3.65923 2.30185  0.19
H37 -2.84029 -4.69420 2.74578  0.47
H38 1.26654 -5.17888 1.24384  0.51
H39 1.06134 -3.47252 0.61300  -0.15
H40 2.26262 -4.66629 -0.13760  0.47
O16 3.15080 4.58140 -2.80427  -0.71
S6 2.14663 3.54306 -2.76716  1.16
O17 0.83001 3.82154 -3.25075  -0.56
O18 2.75391 2.33460 -3.61334  -0.30
C16 4.09837 1.89801 -3.26838  0.09
C17 4.78961 1.32265 -4.48105  -1.41
C18 1.98182 2.79914 -1.10447  -0.43
H41 3.93540 1.18117 -2.46292  0.14
H42 4.68818 2.75385 -2.94033  0.55
H43 4.88230 2.12830 -5.21158  0.39
H44 4.11767 0.59847 -4.94598  0.24
H45 5.73773 0.83157 -4.28779  0.33
H46 2.99543 2.76502 -0.70908  0.45
H47 1.60485 1.79877 -1.28464  -0.24
H48 1.33928 3.45009 -0.52606  0.31
O19 -5.07853 5.29673 -2.38509  -0.63
S7 -4.05034 6.00553 -1.68948  1.17
O20 -4.34530 6.58130 -0.41325  -0.65
O21 -2.81223 4.96682 -1.60849  -0.06
C19 -1.80831 5.11664 -0.57894  -0.95
C20 -1.43969 3.66631 -0.29548  0.61
C21 -3.32929 7.21170 -2.79073  -1.03
H49 -2.12396 5.69931 0.28255  0.45
H50 -0.94412 5.54466 -1.09745  0.27
H51 -0.63451 3.65054 0.44815  -0.19
H52 -1.11716 3.19857 -1.22073  0.20
H53 -2.21020 3.09317 0.22127  -0.25
H54 -3.24039 6.77578 -3.78249  0.30
H55 -2.44067 7.68829 -2.38523  0.33
H56 -4.03261 8.03618 -2.94245  0.41
O22 3.28367 -0.32883 5.45324  -0.65
S8 2.35221 -1.40546 5.20402  1.16
O23 2.64357 -2.46759 4.28570  -0.61
O24 1.91863 -2.10888 6.60116  -0.36
C22 1.82728 -1.24555 7.75663  -0.12
C23 2.66993 -1.84350 8.87089  -1.29
C24 0.75608 -0.64188 4.77733  -0.61
H57 0.78530 -1.32939 8.08757  0.29
H58 1.99611 -0.20372 7.50079  0.40
H59 3.68097 -1.44709 8.73517  0.29
H60 2.72014 -2.92777 8.82030  0.30
H61 2.31489 -1.55835 9.86021  0.37
H62 -0.15079 -1.22524 4.91619  0.46
H63 0.79427 -0.29148 3.74999  -0.29
H64 0.65585 0.20212 5.45990  0.49
C25 -2.41460 2.58555 2.96458  -0.30
S9 -1.02705 2.61775 4.18057  0.19
O25 -1.04799 1.27420 4.88447  -0.60
C26 0.38916 2.47347 3.05690  -0.58
H65 -2.53487 3.57932 2.53510  0.33
H66 -3.30525 2.30150 3.51657  0.54
H67 -2.08473 1.87190 2.21151  -0.47
H68 0.51538 3.32162 2.37491  0.45
H69 0.35886 1.58255 2.43217  -0.02
H70 1.29664 2.51112 3.65993  0.51

Values from the calculation:
HOMO (eV): -6.91
Orbital gap (Ha): 0.3253
2S+1: 1
LUMO (eV): 1.94
Charge: -1
Molecular weight (g/mol): 1216.39

***

Arrangement b

Below is a cluster of 10 separate species, C26H70F6O25PS9 in total, with properties calculated with ωB97M-V/def2-TZVPD.

Last column: Mulliken charge in e.
Positions of all 137 atoms, in Å:
P1 -0.65896 0.33149 0.29183  1.78
F1 -1.01555 -0.31449 -1.12793  -0.32
F2 -2.23794 0.66316 0.64439  -0.45
F3 -0.85251 -1.17379 0.84223  -0.59
F4 -0.39946 0.87583 1.76469  -0.29
F5 0.89537 -0.16029 0.02270  -0.18
F6 -0.46445 1.78603 -0.46234  -0.27
O1 -1.62976 0.88866 5.69832  -0.65
S1 -0.60593 -0.18302 5.67621  1.20
O2 0.82624 0.14883 5.53308  -0.60
O3 -0.87404 -1.21178 6.95624  -0.32
C1 -2.13927 -1.18392 7.52324  0.03
C2 -2.35975 -2.39419 8.42840  -1.38
C3 -0.98546 -1.42240 4.29533  -0.48
H1 -2.92396 -1.15152 6.76738  0.25
H2 -2.26136 -0.36618 8.23354  0.28
H3 -1.71355 -2.32716 9.30362  0.32
H4 -2.16669 -3.36657 7.97530  0.34
H5 -3.39341 -2.43463 8.77193  0.39
H6 -1.76863 -2.15097 4.50493  0.52
H7 -0.07281 -2.01010 4.19646  0.29
H8 -1.31698 -0.85521 3.42557  -0.26
O4 -6.06292 -3.86940 1.98692  -0.64
S2 -5.44509 -2.59055 1.60390  1.12
O5 -5.85810 -2.07010 0.32364  -0.53
O6 -5.67070 -1.42132 2.75485  -0.40
C4 -4.93756 -0.23188 2.73154  0.77
C5 -5.65779 0.81168 3.73155  -1.41
C6 -3.59958 -2.77204 1.68681  -0.22
H9 -4.84364 0.07319 1.68932  0.13
H10 -3.92623 -0.44215 3.07951  -0.15
H11 -5.12227 1.70611 4.04985  0.37
H12 -5.84110 0.29036 4.67108  0.35
H13 -6.60070 1.19306 3.33964  0.37
H14 -3.45169 -3.21204 2.67303  0.33
H15 -3.14077 -1.78344 1.70302  -0.40
H16 -3.16803 -3.32575 0.85299  0.34
O7 4.49015 1.41217 -2.55633  -0.57
S3 4.11423 2.71445 -2.05893  1.13
O8 5.11412 3.63066 -1.52710  -0.64
O9 3.24638 3.55177 -3.25486  -0.31
C7 3.55060 3.35006 -4.62861  0.12
C8 3.23203 4.69684 -5.29604  -1.24
C9 2.63900 2.50681 -0.91697  0.00
H17 2.77681 2.62811 -4.88959  -0.01
H18 4.57279 2.99328 -4.75484  0.44
H19 4.01979 5.44863 -5.24764  0.41
H20 2.26052 5.07611 -4.97914  0.05
H21 3.22165 4.52810 -6.37285  0.42
H22 1.74689 2.09388 -1.38785  -0.42
H23 2.33022 3.52164 -0.66624  0.45
H24 2.97243 1.95582 -0.03757  -0.10
O10 1.34806 6.57371 1.99417  -0.66
S4 1.47525 5.16054 2.31745  1.20
O11 2.79888 4.55986 2.35880  -0.56
O12 0.82749 4.92397 3.84424  -0.43
C10 1.17019 3.74083 4.60445  1.14
C11 1.98498 4.08056 5.83271  -1.39
C12 0.35037 4.17654 1.28934  -0.56
H25 1.74862 3.05186 3.98895  -0.67
H26 0.31452 3.14970 4.93079  0.24
H27 1.74657 5.07941 6.19818  0.35
H28 3.01196 4.23751 5.50287  0.34
H29 1.97172 3.38885 6.67500  0.34
H30 -0.58888 4.71632 1.40998  0.42
H31 0.37827 3.16876 1.70375  -0.06
H32 0.61113 4.21292 0.23161  0.34
O13 5.22110 -1.03428 3.07774  -0.67
S5 4.43620 -0.36508 2.00559  1.17
O14 4.98328 0.63859 1.14006  -0.53
O15 3.68131 -1.50270 1.02911  -0.25
C13 3.31381 -2.79787 1.51182  -0.75
C14 1.77562 -2.74088 1.86407  1.10
C15 2.92079 0.46208 2.74205  -0.77
H33 3.95882 -3.11330 2.33192  0.32
H34 3.51984 -3.54844 0.74874  0.29
H35 1.41369 -3.40014 2.65305  0.37
H36 1.18504 -2.91853 0.96532  -0.67
H37 1.51554 -1.77011 2.28607  -0.52
H38 3.23316 1.36449 3.26757  0.59
H39 2.45440 -0.21411 3.45853  0.35
H40 2.25535 0.51990 1.88069  -0.18
O16 0.97141 4.02046 -7.20091  -0.57
S6 -0.32033 3.92223 -6.51499  1.02
O17 -1.45239 3.30786 -7.17030  -0.64
O18 -0.12012 3.04797 -5.12119  -0.10
C16 -1.23828 2.35975 -4.60220  -0.73
C17 -0.81723 2.04466 -3.18988  0.11
C18 -0.86130 5.56269 -5.81159  -0.79
H41 -1.40795 1.41123 -5.11173  0.18
H42 -2.13816 2.97462 -4.58652  0.54
H43 0.15031 1.54319 -3.21208  -0.19
H44 -1.59305 1.44867 -2.70926  -0.28
H45 -0.77374 2.94508 -2.57714  0.40
H46 -1.13209 6.20740 -6.64772  0.40
H47 0.03140 5.79642 -5.23145  0.24
H48 -1.66921 5.37589 -5.10413  0.27
O19 2.13069 -4.11059 -1.60478  -0.43
S7 0.98187 -4.96179 -1.24202  1.12
O20 0.74472 -6.24738 -1.89840  -0.70
O21 1.07047 -5.24487 0.35623  -0.19
C19 0.23666 -6.29541 0.90453  -0.34
C20 -0.17127 -5.93604 2.27825  -1.06
C21 -0.45108 -3.78977 -1.25161  0.25
H49 0.93268 -7.13343 0.86739  0.30
H50 -0.69341 -6.38824 0.34380  0.41
H51 -0.89606 -6.67412 2.62175  0.43
H52 -0.74913 -5.01399 2.34160  0.14
H53 0.65380 -5.80277 2.97796  0.32
H54 -0.09314 -2.78563 -1.47891  -0.57
H55 -0.80425 -3.93579 -0.23079  -0.23
H56 -1.26940 -3.95075 -1.95341  0.61
O22 2.77673 -0.47995 -5.16136  -0.67
S8 1.77837 -1.16334 -4.32473  1.14
O23 0.36126 -0.70098 -4.36225  -0.55
O24 1.74299 -2.82569 -4.68869  -0.23
C22 2.94179 -3.47326 -4.99151  -0.30
C23 3.52126 -3.20222 -6.41927  -1.15
C24 2.28204 -1.17621 -2.55394  1.00
H57 2.89192 -4.56079 -4.93772  0.42
H58 3.71366 -3.23740 -4.25893  0.25
H59 4.60717 -3.27777 -6.36268  0.34
H60 3.33502 -2.16230 -6.68753  0.30
H61 3.13193 -3.82043 -7.22818  0.31
H62 2.31006 -0.13583 -2.23000  -0.60
H63 3.24907 -1.67568 -2.61295  0.58
H64 1.60935 -1.67540 -1.85653  -0.98
C25 -4.63579 0.80681 -1.85151  -0.49
S9 -4.92564 -0.71636 -2.91415  0.55
O25 -6.33741 -0.46968 -3.46557  -0.69
C26 -3.64795 -0.36133 -4.22427  -0.73
H65 -5.44342 0.85599 -1.12115  0.36
H66 -4.62394 1.78562 -2.33098  0.42
H67 -3.64125 0.69243 -1.42036  -0.22
H68 -3.81568 -0.90775 -5.15238  0.49
H69 -2.67098 -0.73984 -3.92366  0.15
H70 -3.62269 0.67106 -4.57301  0.15

Values from the calculation:
HOMO (eV): -6.94
Orbital gap (Ha): 0.3065
2S+1: 1
LUMO (eV): 1.40
Charge: -1
Molecular weight (g/mol): 1216.39

***

arrangement a is preferred energetically. Next in line: 89.6 kcal/mol higher.